No. 1
C21H73N3O14 | ωB97M-V/def2-TZVPD

Structure (ORCA input):
```
! wB97M-V def2-TZVPD RIJCOSX def2/J DEFGRID3
* xyz 0 1
C -15.26 19.19 23.77
H -15.32 12.44 30.84
H -14.96 23.47 25.71
C -18.31 14.15 30.91
H -19.86 14.86 33.69
O -12.75 16.94 24.66
H -16.02 18.90 24.48
H -19.77 15.76 32.11
H -15.41 17.85 26.57
C -12.93 12.69 25.21
H -13.66 19.61 26.68
H -15.62 17.06 29.46
C -13.96 23.14 25.46
H -12.47 17.21 23.78
H -17.75 16.48 28.78
C -16.66 17.00 32.76
H -17.59 17.58 32.67
H -17.62 19.29 29.63
H -17.78 16.58 25.24
H -16.31 16.84 31.73
H -17.86 15.14 30.75
H -13.79 12.08 24.93
H -10.98 13.68 26.41
C -11.76 17.38 25.60
H -14.43 19.61 24.36
H -11.77 21.91 30.68
H -12.30 12.80 24.33
H -16.89 15.13 28.56
H -20.76 14.27 32.36
H -15.11 19.33 30.04
H -16.81 13.26 24.80
H -13.95 22.09 25.15
H -16.85 15.92 26.26
H -12.23 17.32 26.58
O -18.90 17.84 30.32
H -15.95 13.20 32.30
C -14.58 15.82 28.09
C -19.83 14.80 32.60
O -14.94 19.59 30.96
C -11.00 12.58 26.51
H -16.53 12.33 28.84
C -15.99 13.23 31.21
H -19.25 19.88 29.99
C -16.53 22.40 28.85
C -17.36 13.02 30.56
H -8.64 12.05 27.23
O -12.64 23.78 30.37
H -14.54 15.51 27.04
H -18.90 18.86 28.51
H -8.75 12.00 28.85
H -15.88 17.60 33.23
H -15.97 22.62 27.94
H -13.13 23.83 31.19
C -16.75 12.77 25.77
H -18.21 23.20 28.31
H -15.60 14.20 30.89
C -15.68 18.06 27.61
C -10.56 12.27 27.93
H -12.31 13.02 28.98
C -18.68 19.05 29.57
H -10.99 14.24 28.69
H -17.48 15.26 32.98
H -13.64 19.12 32.43
H -13.31 13.67 25.53
O -16.94 16.12 25.31
N -9.10 12.48 28.03
H -12.48 22.63 26.62
H -10.22 12.24 25.81
N -17.13 13.11 29.09
O -12.27 12.06 26.27
H -12.08 22.34 28.99
H -11.47 18.42 25.43
H -16.66 18.56 27.60
H -10.94 16.66 25.61
H -15.03 20.24 22.17
O -14.90 15.18 23.67
H -13.39 21.88 30.02
H -13.74 17.88 31.22
H -16.43 10.96 26.39
H -13.62 23.73 24.61
H -14.21 15.54 24.24
H -13.63 16.29 28.36
H -12.86 19.35 30.81
H -16.22 23.09 29.64
O -16.87 15.81 33.49
H -14.64 14.91 28.69
C -15.72 16.76 28.41
O -13.13 23.34 26.60
N -17.02 16.08 28.20
H -10.85 13.01 29.94
H -15.16 20.52 27.01
H -17.79 12.07 30.87
H -10.83 11.24 28.19
H -16.04 13.25 26.44
C -11.24 13.20 28.93
H -16.24 21.41 29.20
O -14.74 18.91 28.25
H -14.95 18.28 23.24
H -17.74 12.83 26.24
O -15.68 20.22 22.87
H -19.21 14.08 30.27
O -18.70 14.01 32.26
C -12.45 22.44 30.00
H -15.73 15.38 24.15
H -13.74 20.65 28.13
H -19.79 17.53 30.12
O -16.38 11.41 25.54
C -14.31 20.01 27.47
O -17.95 22.36 28.69
H -18.02 12.98 28.62
C -13.73 18.97 31.35
*
```

The calculation puts the electronic energy at -2061.3209 a.u.

---

No. 2
C33H70Br6Cl8NO2P | ωB97M-V/def2-TZVPD

Structure (ORCA input):
```
! wB97M-V def2-TZVPD RIJCOSX def2/J DEFGRID3
* xyz -1 2
C 0.39 -4.92 -0.73
H 2.52 -8.29 0.69
O 1.21 -1.96 1.50
H -0.40 -0.65 4.98
H 4.51 2.70 0.81
H 2.55 -3.04 -1.02
H 1.28 4.90 -1.06
C -0.80 6.46 0.35
H 3.42 -2.18 2.57
H -3.27 4.10 -2.11
H -1.37 -6.62 -2.18
H -1.85 5.63 -1.43
H -3.04 3.03 -3.52
C -0.37 7.55 -0.70
C 0.61 8.56 -0.06
C 2.42 -6.57 -0.65
H -1.10 3.04 5.73
C -3.89 2.20 -1.62
H -2.46 3.85 2.25
C -1.41 3.58 2.28
C -2.07 -5.36 -3.75
C 4.16 -1.42 2.79
H 3.92 -0.43 2.40
H 1.69 2.02 1.44
H -0.90 -1.25 -3.26
H -3.41 1.21 -1.61
H 3.85 1.12 0.33
H 0.07 -3.95 -0.34
H 1.29 4.45 1.67
H 1.04 -7.24 0.71
C 0.66 -0.86 4.85
Cl -1.77 -4.98 2.19
Cl 5.50 -1.89 1.69
H 1.64 8.22 0.07
H -0.48 2.10 0.92
H 0.40 -1.75 -1.04
H -1.09 -1.21 -0.63
H -1.50 1.63 3.40
C 1.97 2.47 -4.15
H -2.71 -3.44 -0.04
H -2.50 -4.39 -4.01
H -0.07 2.44 3.49
H 3.84 -4.23 -0.94
O 0.13 0.32 -1.23
C 2.81 -4.07 -1.26
C -1.25 2.88 0.93
Br -4.26 -1.90 1.12
C -1.43 -5.55 -2.36
C 0.30 -1.00 0.96
H 0.72 -5.79 -2.79
H 2.72 4.71 0.74
H 0.17 7.04 -1.50
H -0.53 -3.12 3.04
C 2.58 -6.36 1.67
H -2.89 -6.04 -3.93
H -5.53 3.11 -2.73
Cl -2.07 -3.35 4.60
H -0.67 -1.25 1.38
H 0.09 6.10 0.87
C -1.14 2.66 3.49
H 3.47 -6.61 -0.90
H -0.90 4.54 2.33
C -2.93 3.12 -2.43
Br -5.06 -4.61 -0.16
H -5.15 1.49 -3.16
H 1.23 -4.66 1.58
C -1.61 5.39 -0.39
H 0.30 -4.27 -2.77
C -0.05 -0.91 -0.51
H -1.63 4.43 4.88
C -5.21 2.16 -2.30
H 2.75 -4.27 -2.33
C -1.40 3.21 -2.14
H 3.49 2.53 -0.65
H 2.98 -4.29 1.44
H -2.72 3.06 5.06
Cl -1.70 -1.45 -5.63
H -2.55 5.23 0.14
H 0.41 -0.03 1.44
H 2.99 2.85 2.19
H -2.16 2.34 0.64
C 1.12 4.00 -0.47
C -0.56 -1.10 -4.29
C -3.74 -3.15 -0.27
C 2.50 2.72 1.23
H -1.00 2.24 -2.45
H -1.16 8.05 -1.25
P -0.73 3.80 -0.51
H -1.02 4.02 -2.77
H 3.62 -6.40 1.99
C 1.88 4.02 0.87
H -6.04 1.91 -1.64
H 0.78 9.39 -0.76
C 2.12 -7.28 0.59
H -0.17 -4.41 4.10
C 3.65 2.19 0.38
C -0.97 -4.02 3.48
H 1.57 1.78 -3.41
Br 3.27 1.48 -5.18
N 1.97 -5.09 -0.42
Br 2.84 4.04 -3.26
H -0.20 -0.08 -4.42
H -1.36 7.14 0.99
H -2.02 -5.19 -1.51
H 0.24 8.93 0.89
H -1.23 -5.67 -4.37
C 0.05 -5.17 -2.20
Br 0.51 3.16 -5.33
H 1.43 3.15 -1.07
H -0.07 -5.67 -0.08
H -3.96 2.58 -0.61
C 2.18 -4.97 1.14
Cl 1.16 -2.31 5.91
Cl 0.80 -2.31 -4.38
Cl 4.81 -1.18 4.40
Cl 1.60 0.59 5.27
H 2.07 -6.47 2.63
C -1.68 3.34 4.86
Br -3.69 -2.23 -2.03
H 1.84 -7.08 -1.42
H 0.83 -1.00 3.79
*
```

The calculation puts the electronic energy at -20971.2726 a.u. As for the expectation value of S²: 0.75.

---

No. 3
C4H12O | ωB97M-V/def2-TZVPD

Structure (ORCA input):
```
! wB97M-V def2-TZVPD RIJCOSX def2/J DEFGRID3
* xyz 1 2
H -2.40 2.14 -1.60
H -1.61 -0.24 -0.61
H 2.95 -1.56 2.60
H -0.98 3.18 -0.49
H 0.18 -1.47 1.85
H 0.79 -2.90 1.07
H -1.97 -0.25 -2.27
C 1.00 -2.19 1.86
H -1.07 1.92 -2.59
H 2.88 -2.09 0.80
H -0.20 -0.21 -1.60
C 2.41 -1.59 1.65
H 2.41 -0.53 1.40
H 0.94 -2.62 2.86
C -1.41 1.63 -1.57
C -1.24 0.12 -1.57
O -0.78 2.22 -0.51
*
```

The calculation puts the electronic energy at -234.4193 a.u. As for the expectation value of S²: 0.75. For the energy above the lowest of the compared OMol25 structures with the same formula, charge and spin, the calculation gives 55.9 kJ/mol.

---

No. 4
C15H21F4N2O2PdSe2 | ωB97M-V/def2-TZVPD

Structure (ORCA input):
```
! wB97M-V def2-TZVPD RIJCOSX def2/J DEFGRID3
* xyz 1 5
C 0.33 -3.04 -0.75
C -1.08 1.49 3.68
C -1.78 -2.22 0.06
O 4.25 2.73 -2.72
F -0.90 4.95 1.50
N -0.32 -2.03 0.10
F -0.20 2.67 0.36
H -0.04 -3.08 1.92
H -1.67 4.81 3.99
H -0.03 -2.94 -1.77
H 2.98 2.45 -4.35
Pd 0.31 0.03 -0.52
H 4.63 0.53 -1.59
H 3.53 -0.86 -1.69
H -2.06 -3.19 0.50
C 1.90 -0.02 -3.67
C 3.08 2.18 -3.30
H 1.98 -1.10 -3.52
C 3.60 0.22 -1.78
C 4.32 0.18 -4.11
N -0.22 0.29 1.70
H 2.19 2.53 -2.77
O 3.98 0.47 -5.45
C -0.62 1.40 2.33
F -1.16 0.40 4.45
Se 0.22 0.55 -2.85
F -1.85 2.70 5.51
H -2.28 -1.43 0.61
Se 2.57 0.95 -0.29
H 1.29 -2.05 1.39
H 4.76 0.40 -6.01
H -1.35 -1.19 2.65
C -0.31 -1.00 2.36
H 5.24 0.69 -3.82
H 0.10 -4.05 -0.39
C -0.59 2.65 1.63
H 4.29 3.67 -2.92
H 1.40 -2.89 -0.73
H 0.27 -1.00 3.28
H -2.12 -2.19 -0.97
C -0.96 3.83 2.22
H 4.46 -0.90 -3.97
C -1.44 2.69 4.25
H 1.78 0.17 -4.73
C 3.19 0.66 -3.19
C -1.38 3.87 3.53
C 0.21 -2.11 1.47
*
```

The calculation puts the electronic energy at -6174.0426 a.u. As for the expectation value of S²: 6.06.

---

No. 5
C5H12O2 | ωB97M-V/def2-TZVPD

Structure (ORCA input):
```
! wB97M-V def2-TZVPD RIJCOSX def2/J DEFGRID3
* xyz 0 1
H 2.70 -1.21 2.89
C 0.84 -0.26 -0.82
H -1.89 1.29 -2.25
C 0.00 0.86 -0.25
H -1.30 -1.32 0.17
H -3.14 0.19 -1.61
H -1.58 -0.46 -2.16
H 0.22 1.79 -0.79
C 2.31 -0.69 2.01
H 2.94 -0.92 1.15
C -2.06 0.38 -1.65
O -1.78 -0.58 0.57
H 0.34 1.00 0.79
H 1.86 0.02 -1.15
H -2.02 1.38 0.25
H 2.32 0.39 2.20
H 1.29 -1.02 1.82
O 0.47 -1.41 -0.92
C -1.51 0.54 -0.24
*
```

The calculation puts the electronic energy at -348.1691 a.u. For the energy above the lowest of the compared OMol25 structures with the same formula, charge and spin, the calculation gives 93.8 kJ/mol.

---

No. 6
C4H7NO3 | ωB97M-V/def2-TZVPD

Structure (ORCA input):
```
! wB97M-V def2-TZVPD RIJCOSX def2/J DEFGRID3
* xyz 0 1
N -0.24 -1.99 -0.45
O -2.07 -0.55 1.00
H 2.29 1.63 0.24
C -1.37 0.06 -0.06
H -0.07 -0.27 -1.56
H -0.59 -2.19 0.28
C 1.14 -0.01 0.20
C -0.22 -0.55 -0.50
H 0.83 2.28 -0.49
O -1.74 1.24 -0.38
H -2.81 -0.04 0.87
H 1.13 -2.34 -0.69
O 1.98 -0.71 0.59
C 1.27 1.55 0.10
H 0.48 1.89 0.84
*
```

The calculation puts the electronic energy at -436.9182 a.u. For the energy above the lowest of the compared OMol25 structures with the same formula, charge and spin, the calculation gives 591.3 kJ/mol.

---

No. 7
C15H29Cl5N7O4P2RhS | ωB97M-V/def2-TZVPD

Structure (ORCA input):
```
! wB97M-V def2-TZVPD RIJCOSX def2/J DEFGRID3
* xyz 2 5
H -3.66 -1.37 -2.40
C 4.18 0.16 2.73
H -1.65 5.04 -1.37
H 3.53 -2.61 1.32
O 1.57 -2.81 0.11
N -1.78 -0.53 -2.85
P -0.75 2.03 0.17
H -0.54 1.71 2.79
H 2.20 -0.15 -1.10
C -0.69 -5.58 0.63
C 1.88 -0.38 -2.19
N 4.38 -1.12 2.37
O -1.30 1.44 -1.23
H -2.12 2.48 3.12
O 0.59 1.54 0.50
C -3.32 1.34 0.92
H 5.06 -1.69 2.87
N -1.92 1.52 1.24
H -3.63 0.34 1.23
Cl -1.09 -7.10 -0.05
H 1.66 -1.45 -2.23
H -3.94 2.08 1.42
C -1.88 4.41 -0.51
C -1.62 1.62 2.66
H -2.24 -2.18 -1.68
H 0.13 2.31 -3.18
C -0.05 -3.13 1.80
H -1.58 1.18 -4.04
C 0.27 -4.78 0.04
H 2.71 -0.13 -2.85
Cl -2.51 -6.16 2.54
C 0.44 4.45 0.24
C -2.30 0.38 -3.86
H 5.51 0.12 4.31
C 1.04 1.74 -3.01
H -3.25 0.82 -3.54
N 4.86 0.66 3.76
H 1.29 3.79 0.44
H -3.46 1.43 -0.16
C 0.65 -3.51 0.61
C -1.02 -3.92 2.38
H 1.59 1.67 -3.95
H 1.65 2.27 -2.27
H 4.41 -1.56 0.40
H -2.69 3.73 -0.77
H -2.20 5.07 0.30
H 0.23 5.05 1.13
H 4.67 1.61 4.04
N 0.73 0.40 -2.55
N 3.80 -1.63 1.21
N -0.70 3.66 -0.15
Rh 1.62 -0.59 0.61
Cl 0.40 -1.65 2.53
H 0.69 5.14 -0.57
Cl -1.82 -3.41 3.80
C -2.62 -1.68 -2.57
O -0.47 -0.93 -0.62
C -1.35 -5.17 1.80
S 3.07 1.12 1.88
H -1.96 0.72 3.17
H -2.59 -2.37 -3.41
P -0.69 -0.01 -1.75
Cl 1.04 -5.25 -1.40
H -2.46 -0.16 -4.79
*
```

The calculation puts the electronic energy at -4765.2381 a.u. As for the expectation value of S²: 6.04.

---

No. 8
C20H14F6N4OReSSb | ωB97M-V/def2-TZVPD

Structure (ORCA input):
```
! wB97M-V def2-TZVPD RIJCOSX def2/J DEFGRID3
* xyz 4 3
O 0.31 1.22 -0.47
H 2.92 5.12 1.10
H -0.99 -2.12 4.90
C 0.93 5.96 -1.55
H -0.42 4.79 -2.63
H -2.03 -3.80 -3.09
C 0.58 3.66 -0.95
N -3.97 -4.46 1.66
H -0.39 -2.04 -2.87
F 4.31 -0.76 -2.92
H -1.17 3.04 -2.82
N 0.06 -0.81 1.47
H 1.69 0.07 2.43
C 1.47 3.86 0.15
Re 0.84 -0.54 -0.45
S -4.33 -4.45 3.29
F 2.86 -0.03 -0.51
N -3.14 -3.61 3.85
C 0.79 -0.41 2.55
C -0.92 -2.39 -1.98
F 1.44 -0.91 -2.34
C -1.89 -3.38 -2.10
C -0.97 -1.62 1.62
C 1.84 6.08 -0.45
F 4.80 -2.17 -0.30
H 0.83 6.91 -2.06
C 0.28 -0.78 3.85
C -2.32 -3.25 0.29
H -3.31 -4.64 -0.99
N -0.70 -1.79 -0.76
F 2.97 -3.19 -2.48
Sb 3.51 -1.73 -1.57
H -1.89 1.83 -1.63
C -2.90 -3.62 1.60
H 0.74 -0.43 4.76
C -2.46 -3.10 2.78
C 2.15 4.98 0.36
C -1.36 -2.13 2.84
F 1.88 -2.29 -0.32
H 2.39 6.97 -0.31
C -1.02 2.13 -2.20
H -0.71 1.35 -2.97
C -2.64 -3.83 -0.98
C -1.34 -2.25 0.40
H 1.64 3.11 0.94
C 0.05 2.43 -1.30
C -0.69 -1.70 3.96
C 0.28 4.77 -1.82
*
```

The calculation puts the electronic energy at -2379.0992 a.u. As for the expectation value of S²: 2.13.